1.
The following is a DFT calculation (ωB97M-V/def2-TZVPD) of a cluster of 5 separate species, C5H20N6O5 in total in a non-equilibrium geometry.

The geometry in XYZ format:
```
36
Properties=species:S:1:pos:R:3:nbo_charge:R:1
N -1.25800 -21.93888 1.35137 -0.83
C -2.41681 -21.59892 1.89747 0.76
N -3.09333 -21.08654 0.89820 -0.82
O -2.70885 -21.57266 3.10309 -0.71
H -1.24731 -21.86638 0.34404 0.38
H -0.47314 -22.19228 1.93437 0.41
H -4.03141 -20.80027 1.13930 0.44
H -2.65549 -21.11240 -0.01160 0.38
N -7.96748 -22.22239 5.91228 -0.80
C -7.10494 -21.77873 6.68637 0.73
N -6.87871 -22.53261 7.75129 -0.83
O -6.66698 -20.66245 6.55564 -0.68
H -8.26859 -21.66880 5.12300 0.42
H -8.21383 -23.19670 6.01293 0.37
H -7.19780 -23.49086 7.74454 0.37
H -6.14787 -22.27410 8.39870 0.41
N -5.66718 -24.75158 1.49021 -0.85
C -6.94210 -24.58840 1.69755 0.74
N -7.23370 -24.14767 2.84166 -0.82
O -7.76827 -24.82089 0.84960 -0.70
H -5.57387 -25.03268 0.52461 0.41
H -4.95781 -24.41877 2.12750 0.41
H -8.15006 -23.99346 3.23739 0.39
H -6.48827 -24.01619 3.51034 0.41
C -4.49785 -23.67928 5.41613 -0.24
O -4.77699 -23.54463 4.03815 -0.79
H -5.42947 -24.14659 5.73521 0.16
H -3.66788 -24.37554 5.53649 0.18
H -4.41371 -22.77588 6.02018 0.19
H -4.17367 -22.93398 3.60834 0.51
C -6.60060 -20.89872 2.89147 -0.25
O -6.07779 -20.23823 1.83530 -0.73
H -7.55190 -21.36957 2.64362 0.15
H -5.90741 -21.64038 3.28839 0.20
H -6.87357 -20.08422 3.56242 0.17
H -6.79678 -19.73114 1.45123 0.47
```

Output
**Highest occupied orbital energy**: -9.2 eV
**SMILES**: NC(N)=O.NC(N)=O.NC(N)=O.CO.CO
**Net charge**: 0
**F_max**: 8.4 eV/A
**Energy**: -24687.5462 eV
**Frontier orbital gap**: 9.68 eV

2.
The following is a DFT calculation (ωB97M-V/def2-TZVPD) of a cluster of 4 separate species, C5H20NO4 in total in a non-equilibrium geometry.

The geometry in XYZ format:
```
30
Properties=species:S:1:pos:R:3:nbo_charge:R:1
C 1.33350 -1.33474 -0.32964 -0.12
O 2.63435 -0.77511 -0.70356 -0.76
C 0.91858 -0.21914 0.60768 -0.06
C -0.51942 -0.41761 0.99604 -0.23
C -1.57991 -0.44192 -0.03024 -0.64
C -0.91014 0.74674 2.03684 -0.62
N 1.23109 1.15343 -0.02321 -0.75
H 0.91801 -1.48049 -1.38899 0.24
H 1.33842 -2.40137 0.11260 0.22
H 3.26262 -1.36210 -0.30388 0.48
H 1.53397 -0.36754 1.41549 0.22
H -0.62072 -1.37464 1.63347 0.24
H -2.53045 -0.49192 0.44655 0.23
H -1.42366 -1.30413 -0.64832 0.25
H -1.68467 0.44922 -0.61140 0.19
H -0.05981 0.98255 2.58363 0.20
H -1.16835 1.61914 1.56121 0.19
H -1.72843 0.28095 2.75377 0.24
H 0.60981 1.94274 0.41931 0.48
H 2.24990 1.35832 -0.24687 0.49
H 0.64716 1.03710 -0.85868 0.46
H -0.01506 0.70112 -3.85690 0.48
H -1.05099 0.72917 -2.98136 0.47
O -0.14366 0.55325 -2.92513 -0.95
H -0.22024 4.57635 0.95845 0.50
H -0.58974 3.58603 2.15160 0.50
O 0.00106 3.73838 1.32707 -0.98
H -0.80342 -3.80094 -2.20727 0.49
H -0.68755 -4.19869 -0.59051 0.49
O -0.94225 -3.48414 -1.29774 -0.98
```

Output
**Highest occupied orbital energy**: -13.8 eV
**Net charge**: +1
**F_max**: 5.0 eV/A
**Energy**: -15181.7969 eV
**Frontier orbital gap**: 11.18 eV

3.
The following is a DFT calculation (ωB97M-V/def2-TZVPD) of a cluster of 6 separate species, C5H20NO6 in total in a non-equilibrium geometry.

The geometry in XYZ format:
```
32
Properties=species:S:1:pos:R:3:nbo_charge:R:1
O -0.63692 -1.88123 1.08686 -0.55
C -1.18532 -1.39667 2.06784 0.45
C -1.04885 0.09848 2.23779 -0.53
C -1.81116 0.99321 1.22815 -0.42
C -1.09621 0.71188 -0.10338 -0.13
C -1.74219 0.45217 -1.21206 -0.09
N -0.92374 0.09271 -2.37783 -0.73
H -1.84902 -1.99162 2.73574 0.15
H -1.60573 0.38914 3.15074 0.23
H -0.04314 0.42111 2.39077 0.25
H -2.90505 0.70452 1.07989 0.22
H -1.84597 2.08656 1.52839 0.26
H 0.06538 0.66158 -0.03011 0.24
H -2.75619 0.23966 -1.47556 0.22
H -0.87941 0.70802 -3.15645 0.42
H -1.40966 -0.73841 -2.81749 0.45
H 0.07109 -0.10832 -2.19322 0.47
H 0.88399 -1.16257 -0.11575 0.50
H 2.55835 -1.24734 0.36514 0.52
O 1.86163 -1.39907 -0.34753 -1.01
H 2.41246 0.94112 -2.28895 0.49
H 1.94446 0.09140 -1.08748 0.50
O 1.69936 0.71103 -1.75728 -1.00
H 4.41370 -0.39907 0.61349 0.48
H 4.00091 -0.15879 2.05627 0.49
O 3.86992 -0.70699 1.29059 -0.94
H -3.51954 -1.49164 -3.68939 0.53
H -2.43788 -2.22767 -2.61878 0.51
O -2.63903 -1.68252 -3.37538 -0.98
H 2.12849 2.11487 2.94633 0.46
H 2.64121 2.62689 1.72527 0.47
O 1.78409 2.54755 2.14340 -0.92
```

Output
**Highest occupied orbital energy**: -13.1 eV
**Net charge**: +1
**F_max**: 4.0 eV/A
**Energy**: -19276.5793 eV
**Frontier orbital gap**: 10.55 eV

4.
The following is a DFT calculation (ωB97M-V/def2-TZVPD) of a structure of composition C5H20O11PV in a non-equilibrium geometry.

The geometry in XYZ format:
```
38
Properties=species:S:1:pos:R:3:mulliken_charge:R:1
O -30.35007 35.07422 1.41037 -0.95
V -29.97122 36.65333 1.60864 1.53
O -31.25641 37.57078 1.77554 -0.87
P -26.51497 37.08097 4.29586 0.83
O -27.92118 36.55311 4.64572 -0.50
O -25.85097 35.67913 4.18972 -0.61
O -25.99685 38.00593 5.42973 -0.79
O -26.74034 37.70697 2.89007 -0.62
C -35.29668 32.90348 -0.74286 -0.48
O -36.33007 33.83518 -1.09371 -0.50
H -35.16121 32.25853 -1.61108 0.21
H -34.35765 33.39866 -0.49565 0.26
H -35.50334 32.26720 0.11768 0.21
H -36.26711 33.98423 -2.03998 0.30
C -28.77286 30.59940 -2.43653 -0.52
O -27.62848 30.17655 -1.73978 -0.51
H -29.19062 29.84230 -3.10014 0.23
H -29.57623 30.90727 -1.76726 0.26
H -28.62022 31.48435 -3.05431 0.22
H -27.22166 30.91479 -1.28034 0.32
C -30.75557 40.36890 6.07654 -0.47
O -31.09186 39.03319 6.53481 -0.53
H -31.70062 40.77400 5.71477 0.19
H -30.30837 40.93817 6.89143 0.20
H -30.06028 40.26811 5.24316 0.25
H -30.39829 38.47278 6.17913 0.35
C -27.38507 42.56442 -0.55040 -0.47
O -27.97331 42.00619 0.64153 -0.49
H -28.01638 43.39751 -0.85944 0.20
H -26.43681 43.00755 -0.24621 0.24
H -27.32341 41.83042 -1.35386 0.21
H -27.44913 41.25605 0.93159 0.32
C -28.31779 37.04532 -3.19055 -0.63
O -29.48972 37.28455 -2.34432 -0.44
H -28.38610 37.84162 -3.93172 0.25
H -27.32396 37.27871 -2.80856 0.27
H -28.33745 36.10746 -3.74565 0.26
H -30.20474 37.38633 -2.97677 0.27
```

Output
**Highest occupied orbital energy**: 0.1 eV
**Net charge**: -2
**F_max**: 2.3 eV/A
**Energy**: -63002.4174 eV
**Frontier orbital gap**: 3.46 eV

5.
The following is a DFT calculation (ωB97M-V/def2-TZVPD) of a cluster of 4 separate species, C5H21N2O3 in total in a non-equilibrium geometry.

The geometry in XYZ format:
```
31
Properties=species:S:1:pos:R:3:nbo_charge:R:1
C -1.17252 -0.69670 -1.58875 -0.28
N 0.26718 -0.67520 -1.64154 -0.68
C 1.00971 0.29312 -2.59088 -0.22
C 1.24673 1.63602 -1.90769 -0.67
C -1.77636 0.34121 -0.66566 -0.24
N -1.43731 -0.01165 0.80014 -0.58
C -2.65150 0.07922 1.72638 -0.41
H -1.55612 -0.76224 -2.63127 0.24
H -1.56959 -1.72336 -1.41502 0.22
H 0.79285 -1.09456 -0.89609 0.37
H 1.73840 -0.36615 -2.94133 0.22
H 0.19158 0.37507 -3.30251 0.20
H 2.37095 1.92313 -1.94051 0.22
H 1.26227 1.46830 -0.80604 0.22
H 0.65214 2.50050 -2.34014 0.24
H -2.87419 0.47957 -0.80700 0.22
H -1.37711 1.34010 -0.81336 0.22
H -0.73001 0.72159 1.00266 0.47
H -1.08317 -1.04986 0.90955 0.48
H -3.04774 -0.93897 1.91848 0.22
H -3.40530 0.69032 1.20541 0.22
H -2.30561 0.43838 2.68206 0.23
H 0.93083 1.55967 2.84093 0.50
H 1.61275 0.52623 1.87210 0.51
O 0.75817 0.85765 2.20606 -1.00
H 3.65886 0.90132 0.48367 0.50
H 3.50449 -0.58198 0.49614 0.49
O 3.01154 0.21975 0.71512 -0.97
H -0.11555 -2.84610 1.99511 0.51
H 0.67423 -1.52451 1.90847 0.51
O -0.16131 -1.94107 1.65562 -0.94
```

Output
**Highest occupied orbital energy**: -11.6 eV
**Net charge**: +1
**F_max**: 5.0 eV/A
**Energy**: -14641.0211 eV
**Frontier orbital gap**: 8.72 eV

6.
The following is a DFT calculation (ωB97M-V/def2-TZVPD) of a cluster of 5 separate species, C5H21N2O5 in total in a non-equilibrium geometry.

The geometry in XYZ format:
```
33
Properties=species:S:1:pos:R:3:nbo_charge:R:1
N 0.86837 0.78850 -0.23891 -0.73
C -0.22677 -0.01816 0.56734 -0.02
C 0.22622 -1.48362 0.81815 -0.54
C -0.21612 -2.57555 -0.06535 0.47
O 0.02352 -2.50492 -1.24127 -0.53
C -0.48412 0.78722 1.85144 -0.32
N -0.65671 2.23909 1.57857 -0.10
C -1.41289 2.90745 2.62998 -0.49
H 1.01605 0.31126 -1.12435 0.50
H 0.47762 1.74655 -0.30086 0.42
H 1.82145 0.86063 0.15966 0.47
H -1.03364 0.13003 -0.17271 0.26
H 1.31747 -1.36483 0.63049 0.26
H -0.00781 -1.65940 1.87650 0.25
H -0.77258 -3.35262 0.47212 0.17
H -1.36855 0.31394 2.27368 0.31
H 0.18079 0.86168 2.71351 0.27
H -1.17766 2.35392 0.70172 0.41
H -1.32931 4.00253 2.38630 0.29
H -2.55029 2.65609 2.57412 0.33
H -0.84410 2.73934 3.55024 0.26
H -3.94712 -1.52349 0.47144 0.51
H -2.85408 -1.53763 -0.74227 0.50
O -3.03357 -1.39118 0.19832 -1.00
H 0.59595 -1.46889 -2.49626 0.50
H 1.83480 -1.28364 -3.39694 0.50
O 1.25792 -0.82250 -2.78035 -1.00
H -0.87384 1.85327 -3.09887 0.50
H 0.51939 1.28728 -3.25725 0.51
O -0.16933 1.42773 -2.58848 -1.00
H 4.36009 0.35058 0.19187 0.52
H 3.53277 -0.54940 1.15858 0.50
O 3.46358 0.12799 0.48092 -0.99
```

Output
**Spin multiplicity**: 2
**⟨S²⟩**: 0.7543
**Highest occupied orbital energy (spin up / spin down)**: -16.9 / -16.9 eV
**Net charge**: +2
**F_max**: 5.3 eV/A
**Energy**: -18724.3167 eV
**Frontier orbital gap (spin up / spin down)**: 10.48 / 4.76 eV

7.
The following is a DFT calculation (ωB97M-V/def2-TZVPD) of a cluster of 6 separate species, C5H21NO6 in total in a non-equilibrium geometry.

The geometry in XYZ format:
```
33
Properties=species:S:1:pos:R:3:nbo_charge:R:1
C 1.10044 -1.09076 -3.10583 -0.63
C 1.52394 -1.02747 -1.68106 -0.24
C 2.69991 -0.24530 -1.47269 -0.64
C 0.39902 -0.54148 -0.68261 -0.48
C -0.99118 -1.02156 -1.09133 0.70
N -1.28227 -2.25651 -1.59687 -0.80
O -1.79381 -0.14599 -0.86515 -0.68
H 1.18089 -2.12357 -3.58978 0.22
H 0.09451 -0.79235 -3.26031 0.22
H 1.84194 -0.57365 -3.83388 0.22
H 1.60208 -2.18395 -1.21390 0.18
H 2.88549 0.38321 -0.48321 0.24
H 2.77726 0.60886 -2.26374 0.21
H 3.71322 -0.77030 -1.59456 0.23
H 0.63504 -1.00127 0.29469 0.25
H 0.54796 0.57850 -0.79339 0.24
H -2.19611 -2.53799 -1.67906 0.40
H -0.61185 -2.89159 -1.87512 0.40
O -1.62101 1.68705 1.49578 -1.00
H -2.58042 1.95795 1.68204 0.49
H -1.58684 1.29869 0.55326 0.52
O 0.36463 3.47126 1.11402 -1.00
H -0.58946 3.20948 1.27677 0.51
H 0.47165 3.81169 0.20617 0.48
O 1.18339 -0.49263 3.34322 -0.97
H 1.21416 0.26739 3.87359 0.45
H 1.08111 -0.16297 2.41564 0.49
O 1.64816 1.20352 1.54104 -0.98
H 2.53953 1.53038 1.96510 0.49
H 0.95090 1.80612 1.77223 0.51
O -3.23682 -0.95071 1.32089 -0.97
H -2.53848 -0.57213 1.88480 0.49
H -3.20571 -0.66747 0.44355 0.48
```

Output
**Highest occupied orbital energy**: -9.9 eV
**SMILES**: CC(C)CC(N)=O.O.O.O.O.O
**Net charge**: 0
**F_max**: 6.9 eV/A
**Energy**: -19299.3978 eV
**Frontier orbital gap**: 10.31 eV

For reference, energy above the lowest of the compared OMol25 structures with the same formula, charge and spin by record: 52.3 49.4 70.8 221.3 64.4 51.2 45.1 kcal/mol.